# 1
Molecular formula: C11H38BF4O12
Method: DFT, ωB97M-V/def2-TZVPD

```
66
Properties=species:S:1:pos:R:3:mulliken_charge:R:1
B 18.6431 -16.1253 -7.2624 0.78
F 18.3759 -15.6594 -8.5418 -0.32
F 17.4794 -16.6475 -6.6606 -0.11
F 19.6402 -17.1327 -7.3558 -0.50
F 19.0877 -15.0595 -6.4542 -0.50
O 21.2066 -15.6133 -9.5020 -0.70
H 21.4610 -14.9561 -8.8332 0.44
H 20.6332 -16.2279 -9.0204 0.34
O 15.7305 -18.7530 -7.2606 -0.67
H 16.2324 -17.9522 -7.0420 0.36
H 14.8332 -18.5661 -6.9737 0.31
O 18.1143 -18.4534 -9.8516 -0.69
H 17.8198 -19.2215 -9.3532 0.30
H 18.5523 -17.9020 -9.1924 0.34
C 15.5659 -13.4973 -5.6707 -0.30
C 15.2413 -14.2023 -6.9800 -0.41
O 16.1155 -13.8796 -8.0403 -0.56
O 16.6596 -14.0228 -4.9457 -0.56
H 14.6648 -13.6077 -5.0561 0.35
H 15.7772 -12.4436 -5.8802 0.18
H 14.2768 -13.7890 -7.2925 0.40
H 15.2059 -15.2865 -6.8404 0.17
H 16.9563 -14.3453 -7.9391 0.24
H 17.1657 -14.6347 -5.4919 0.19
C 19.4701 -11.7964 -9.1224 0.37
C 19.0649 -12.5026 -10.3689 -0.42
O 19.9862 -12.2288 -11.4364 -0.58
O 19.3140 -10.3968 -9.3215 -0.59
H 20.5147 -12.0478 -8.8945 0.16
H 18.8851 -12.1739 -8.2716 -0.06
H 18.0692 -12.1599 -10.6799 0.35
H 19.0459 -13.5821 -10.2485 0.16
H 20.0459 -11.2726 -11.5266 0.33
H 19.5538 -9.9511 -8.5057 0.29
C 22.7419 -14.9374 -6.2126 -0.35
C 22.6417 -16.4486 -6.1948 -0.34
O 21.5808 -16.9086 -5.3650 -0.59
O 21.7911 -14.3073 -7.0783 -0.46
H 23.7441 -14.6074 -6.4930 0.37
H 22.5870 -14.5638 -5.1904 0.25
H 23.5859 -16.8750 -5.8423 0.37
H 22.4735 -16.8247 -7.2095 0.19
H 20.8389 -17.0446 -5.9695 0.31
H 20.9172 -14.4894 -6.6960 0.14
C 19.7149 -11.6855 -5.0716 0.39
C 19.0376 -10.3821 -4.7595 -0.53
O 19.9919 -9.4240 -4.3190 -0.54
O 20.4363 -12.2308 -3.9803 -0.54
H 20.3899 -11.5927 -5.9328 0.08
H 18.9433 -12.4227 -5.3149 -0.14
H 18.3112 -10.5652 -3.9537 0.28
H 18.4092 -10.0666 -5.5974 0.37
H 19.8391 -8.5997 -4.7847 0.31
H 20.8884 -11.4845 -3.5676 0.35
C 17.0835 -19.6958 -1.7701 -1.52
C 16.9449 -18.2639 -2.2602 0.50
C 17.1885 -18.0859 -3.7456 -0.78
O 15.5717 -17.8370 -1.9797 -0.57
H 18.1231 -20.0363 -1.8201 0.39
H 16.4677 -20.4184 -2.3095 0.37
H 16.8135 -19.7117 -0.7122 0.41
H 17.5854 -17.6120 -1.6652 0.30
H 18.1368 -18.5868 -3.9953 0.28
H 17.3199 -17.0627 -4.0733 0.09
H 16.3867 -18.6324 -4.2392 0.20
H 15.0251 -18.6292 -1.9771 0.33
```

Results
* LUMO: 2.2 eV
* HOMO level: -7.3 eV
* charge: -1
* HOMO-LUMO gap: 9.47 eV



# 2
Molecular formula: C22H35F7N3O6P3SbTi
Method: DFT, ωB97M-V/def2-TZVPD

```
78
Properties=species:S:1:pos:R:3:mulliken_charge:R:1
Ti -0.4791 -0.4863 1.1664 0.55
C -0.8319 -4.0314 2.7376 -1.64
P -0.8160 -3.1078 1.1625 1.66
C 0.3242 -4.1071 0.1324 -1.40
C -2.4227 -3.5627 0.3920 0.14
C -2.9667 -4.8387 0.5351 -0.81
C -4.1570 -5.1776 -0.0849 -0.84
C -4.8195 -4.2437 -0.8712 -0.79
C -4.2867 -2.9759 -1.0248 -0.80
C -3.0949 -2.6209 -0.3943 -0.08
P -2.3776 -0.9477 -0.5606 1.72
C -1.9485 -0.8672 -2.3361 -1.42
C -3.8250 0.1598 -0.4722 -1.50
H -0.9180 -5.1090 2.5988 0.57
H -1.6532 -3.6650 3.3526 0.36
H 0.0992 -3.8210 3.2656 0.43
H -0.0120 -5.1422 0.0569 0.58
H 1.3281 -4.0881 0.5583 0.42
H 0.3797 -3.6703 -0.8652 0.23
H -2.4600 -5.5792 1.1412 0.29
H -4.5697 -6.1698 0.0449 0.40
H -5.7502 -4.5038 -1.3584 0.40
H -4.8104 -2.2518 -1.6378 0.30
H -2.8026 -1.1025 -2.9732 0.58
H -1.1404 -1.5698 -2.5408 0.26
H -1.5934 0.1421 -2.5554 0.37
H -4.5638 -0.0421 -1.2484 0.53
H -3.4650 1.1838 -0.5830 0.37
H -4.2841 0.0677 0.5109 0.36
N 1.2919 0.4307 2.3600 -0.38
C 2.5543 -0.3278 2.4744 -0.99
C 2.5227 -1.6441 1.6979 -0.15
C 2.2854 -1.4464 0.2069 0.36
O 3.1228 -1.8215 -0.6099 -0.76
O 1.1876 -0.8439 -0.1248 0.47
H 1.4468 1.2859 1.8339 -0.03
H 0.9522 0.7097 3.2739 0.24
H 2.7427 -0.5552 3.5240 0.43
H 3.3914 0.2830 2.1272 0.33
H 1.7194 -2.2623 2.1094 -0.51
H 3.4662 -2.1734 1.8276 0.44
F -2.3526 0.2181 2.2896 -0.28
P -2.1908 -0.1779 3.9079 1.40
F -3.0756 -1.4858 3.6319 -0.40
F -3.4710 0.6858 4.2568 -0.35
F -1.2237 1.1044 4.0647 -0.43
F -0.8440 -1.0488 3.4107 -0.35
F -1.9244 -0.6110 5.4092 -0.38
F 1.3169 7.6656 -2.1298 -0.32
C 1.5710 6.5379 -1.4645 0.24
C 0.5853 5.8048 -0.9420 0.09
N 0.8284 4.6437 -0.2411 0.33
C -0.2522 3.8296 0.2978 -0.74
C -0.2488 2.4263 -0.3145 0.46
O 0.0581 2.3277 -1.5269 -0.79
O -0.5490 1.5038 0.4633 -0.69
C 2.1002 4.1512 -0.0983 0.15
O 2.3403 3.0936 0.4649 -0.59
N 3.0959 4.9427 -0.6232 0.03
C 2.9674 6.1403 -1.3344 0.27
O 3.9282 6.7368 -1.7513 -0.62
H -0.4489 6.0999 -1.0445 0.37
H -1.1956 4.3213 0.0652 0.29
H -0.1575 3.7394 1.3784 0.39
H 4.0393 4.6057 -0.4898 0.23
C 2.2704 2.6700 -3.4023 -1.27
Sb 2.1920 1.0446 -2.0263 1.28
C 4.2888 0.9211 -1.5883 -1.25
C 1.7663 -0.5502 -3.3484 -1.19
H 2.9861 2.4294 -4.1895 0.53
H 2.5889 3.5812 -2.8975 0.28
H 1.2803 2.8246 -3.8230 0.34
H 4.8191 1.1992 -2.4997 0.46
H 4.5246 -0.0933 -1.2828 0.38
H 4.5126 1.6286 -0.7923 0.33
H 2.4181 -0.4581 -4.2175 0.51
H 0.7261 -0.4902 -3.6588 0.33
H 1.9635 -1.4689 -2.8030 0.27
```

Results
* spin multiplicity: 4
* LUMO (spin up / spin down): 0.2 / -1.6 eV
* HOMO level (spin up / spin down): -6.5 / -8.9 eV
* energy above the lowest of the compared OMol25 structures with the same formula, charge and spin: 0.0 kcal/mol
* HOMO-LUMO gap (spin up / spin down): 6.63 / 7.25 eV



# 3
Molecular formula: C4H7N3O
Method: DFT, ωB97M-V/def2-TZVPD

```
15
Properties=species:S:1:pos:R:3:mulliken_charge:R:1
C -0.8216 -1.1326 0.0855 0.39
C 0.7193 0.4812 -0.6074 0.00
C 0.2068 1.9371 -0.3621 -0.35
C -0.4644 0.2407 0.2956 -0.27
H -2.8443 -1.5433 0.1939 0.20
H 0.8742 -2.8236 0.0566 0.37
H 1.9085 -0.2543 0.8481 0.26
H 0.4247 0.0917 -1.5514 0.36
H 0.5004 2.8219 -0.9926 0.33
H 0.5711 2.4102 0.6869 0.18
H -0.1461 0.5131 1.2153 0.52
N -1.9290 -1.9365 0.2051 -0.80
N 0.4575 -1.5751 0.1360 -0.24
N 1.5254 -0.6159 0.0169 -0.51
O -0.9826 1.3854 -0.2262 -0.44
```

Results
* LUMO: 0.9 eV
* HOMO level: -8.6 eV
* energy above the lowest of the compared OMol25 structures with the same formula, charge and spin: 184.7 kcal/mol
* HOMO-LUMO gap: 9.51 eV



# 4
Molecular formula: C5H8O
Method: DFT, ωB97M-V/def2-TZVPD

```
14
Properties=species:S:1:pos:R:3:mulliken_charge:R:1
O 2.3811 1.5212 -0.6165 -0.47
C 2.0984 0.4234 -0.2052 -0.10
C 0.9442 0.1153 0.7216 -0.42
C -0.1847 -0.1758 -0.2654 -0.04
C -1.4308 -0.9498 0.0282 -0.59
C -1.5050 0.5318 -0.2280 -0.70
H 2.6079 -0.4819 -0.6068 0.38
H 1.1845 -0.7496 1.3534 0.25
H 0.7260 0.9755 1.3628 0.36
H 0.1839 -0.3425 -1.2770 0.37
H -1.7638 -1.6233 -0.7556 0.24
H -1.6122 -1.3109 1.0360 0.26
H -1.9160 0.8875 -1.1675 0.23
H -1.7133 1.1792 0.6200 0.24
```

Results
* LUMO: 1.1 eV
* HOMO level: -9.7 eV
* energy above the lowest of the compared OMol25 structures with the same formula, charge and spin: 34.8 kcal/mol
* SMILES string: O=CCC1CC1
* HOMO-LUMO gap: 10.88 eV



# 5
Molecular formula: C10H16O
Method: DFT, ωB97M-V/def2-TZVPD

```
27
Properties=species:S:1:pos:R:3:mulliken_charge:R:1
C 1.9862 1.9633 -1.9125 -1.28
C 0.5105 1.4789 -1.8836 -0.43
C 0.1919 0.0215 -1.7822 0.80
C 1.0678 -1.0115 -2.1625 -0.38
C 0.7301 -2.3528 -1.8044 0.01
C -0.4538 -2.6324 -1.0546 -0.91
C -1.2643 -1.5006 -0.7435 -0.22
C -1.0684 -0.2014 -1.1799 -0.61
H 2.6883 1.4229 -1.2981 0.40
H 2.0900 3.0580 -1.5363 0.31
H 2.3532 1.8959 -2.9488 0.29
H -0.0370 2.1443 -1.1446 0.27
H -0.2052 1.6957 -2.7803 0.31
H 2.0729 -0.8596 -2.6424 0.29
H 1.6936 -2.9662 -2.2872 0.14
H -0.5466 -3.4444 -0.3929 0.38
H -2.2167 -1.8713 -0.3252 0.33
H -1.5886 0.6117 -0.7165 0.33
C -0.7501 -0.6137 3.5160 -0.86
C -1.2232 0.6645 2.8534 -0.19
O -0.5175 1.8609 2.5696 -0.49
H -1.5641 -1.0627 4.1111 0.24
H 0.0782 -0.5803 4.3054 0.32
H -0.4534 -1.1646 2.6412 0.25
H -1.7429 0.1572 1.8571 0.03
H -1.9627 1.3147 3.3949 0.39
H 0.1318 1.9723 3.3464 0.31
```

Results
* LUMO: 0.9 eV
* HOMO level: -8.7 eV
* energy above the lowest of the compared OMol25 structures with the same formula, charge and spin: 106.5 kcal/mol
* SMILES string: CCc1ccccc1.CCO
* HOMO-LUMO gap: 9.52 eV



# 6
Molecular formula: C5H11N2O2
Method: DFT, ωB97M-V/def2-TZVPD

```
20
Properties=species:S:1:pos:R:3:mulliken_charge:R:1
C -0.9440 -0.6990 1.4612 0.59
C 1.2517 -1.4431 0.7484 -0.53
C 1.0691 -1.2156 -0.7799 -0.36
C -0.3213 0.6379 -0.1549 0.38
C -0.2221 2.0056 0.4601 -1.73
N 0.0959 -1.4844 1.5493 -0.14
N -1.5965 0.7010 -1.0418 -0.34
O -2.0334 -0.5187 1.7908 -0.42
O 0.6842 0.2051 -0.9647 -0.41
H 1.7768 -2.4297 0.8362 0.40
H 1.8879 -0.6581 1.1165 0.30
H 2.0292 -1.3079 -1.4097 0.32
H 0.3333 -1.8873 -1.1574 0.31
H -1.2115 2.3295 0.7087 0.51
H 0.1365 2.6428 -0.2511 0.51
H 0.3220 2.1017 1.4218 0.29
H 0.0129 -1.8858 2.4831 0.29
H -1.3273 1.1245 -1.9417 0.36
H -2.2244 1.4166 -0.6601 0.34
H -2.1464 -0.1639 -1.2780 0.34
```

Results
* LUMO: -3.1 eV
* HOMO level: -12.6 eV
* charge: +1
* energy above the lowest of the compared OMol25 structures with the same formula, charge and spin: 59.9 kcal/mol
* HOMO-LUMO gap: 9.51 eV



# 7
Molecular formula: C22H49Cl10N2O6P
Method: DFT, ωB97M-V/def2-TZVPD

```
90
Properties=species:S:1:pos:R:3:mulliken_charge:R:1
C -1.6831 1.5855 -1.5206 -1.71
O -2.1494 2.7187 -1.4038 -0.67
N -0.7996 1.1132 -0.6752 2.00
C -0.3518 -0.3263 -0.8470 0.23
C -0.4959 1.7265 0.6378 -1.73
H -1.9699 0.8589 -2.2965 0.66
H 0.4726 -0.6351 -0.2042 0.22
H 0.0425 -0.4845 -1.8508 -1.34
H -1.1848 -0.9729 -0.5715 0.19
H -1.1355 1.5076 1.4929 1.20
H 0.5774 1.6046 0.7832 -0.89
H -0.7161 2.7937 0.6100 0.76
C -2.5135 -1.9262 -2.8114 0.06
O -2.1358 -3.1400 -2.7800 -0.63
N -3.4766 -1.5336 -1.9495 0.37
C -3.7736 -0.0741 -1.8451 -0.93
C -4.2332 -2.4690 -1.1311 -1.46
H -2.0543 -1.1396 -3.4299 0.44
H -4.8432 0.0705 -1.9972 0.37
H -3.2008 0.3675 -2.6606 0.57
H -3.4713 0.1942 -0.8328 0.34
H -3.6713 -3.3476 -0.8142 0.52
H -4.5091 -2.0133 -0.1801 0.65
H -5.2516 -2.6779 -1.4587 0.37
Cl 0.4268 3.0293 -3.0821 -0.01
C -1.2260 3.6887 -3.2339 -0.56
C -1.2931 4.9930 -2.5403 -0.15
Cl -0.0963 6.1245 -3.2302 -0.20
H -1.9875 3.0229 -2.8277 -0.10
H -1.3420 3.8349 -4.3078 0.67
H -1.0513 4.7018 -1.5181 0.07
H -2.2942 5.3632 -2.7615 0.34
Cl -1.9772 -2.6296 0.1001 -0.29
C -0.2665 -2.9440 -0.3074 -0.45
C 0.4316 -3.8653 0.7226 -0.50
Cl 0.5579 -3.2006 2.3668 -0.31
H 0.2771 -2.0252 -0.0872 -1.59
H -0.1057 -3.2418 -1.3435 1.39
H 1.4567 -4.0805 0.4212 0.29
H -0.0286 -4.8534 0.7294 0.61
Cl -3.4606 -0.9824 0.8529 0.16
C -4.3272 0.0569 2.0535 -1.09
C -3.4184 0.7953 3.0645 0.44
Cl -2.4094 2.1534 2.3410 -0.21
H -4.9846 -0.6149 2.6055 0.47
H -4.8448 0.7736 1.4158 0.35
H -2.6579 0.1349 3.4811 -0.57
H -3.9791 1.1780 3.9174 0.52
Cl 3.0047 -3.5155 -4.1299 -0.24
C 3.1927 -2.6557 -2.5760 0.12
C 1.9673 -2.8820 -1.6618 0.23
Cl 0.7318 -1.6351 -2.1287 0.03
H 3.3990 -1.5960 -2.7266 -0.35
H 4.0790 -3.0687 -2.0944 0.49
H 2.2041 -2.6738 -0.6184 -0.42
H 1.5982 -3.9074 -1.6791 0.47
Cl 3.5482 2.6039 -0.9983 -0.18
C 2.0811 1.6018 -1.1130 1.54
C 1.8604 1.1041 -2.5592 -0.36
Cl 3.2733 0.0731 -2.9671 -0.40
H 1.1489 2.1069 -0.8603 -0.31
H 2.2052 0.7226 -0.4808 -0.32
H 1.7442 1.8965 -3.2986 0.76
H 0.9396 0.5415 -2.7131 0.52
C 2.2484 3.4765 1.3519 -0.86
C 2.9871 2.1987 1.5605 -0.93
O 2.4255 1.1584 0.7588 -0.25
P 1.8076 -0.2132 1.4175 0.09
O 1.4883 -1.2514 0.3775 0.31
O 0.5622 0.3976 2.2567 -0.62
C -0.5115 -0.4542 2.7156 2.66
C -0.8596 0.0415 4.1025 -2.24
O 2.8556 -0.6119 2.5460 -0.38
C 4.1170 -1.1271 2.1764 -0.01
C 4.8301 -2.1330 3.0936 -1.47
H 2.4257 4.2113 2.1373 0.49
H 2.4826 3.8850 0.3689 0.39
H 1.1829 3.2471 1.3603 0.08
H 4.0395 2.2487 1.2813 0.57
H 3.0564 1.8731 2.5984 0.64
H -1.4177 -0.4089 2.1115 -0.97
H -0.1354 -1.4768 2.7465 -0.69
H -1.6722 -0.5892 4.4630 0.51
H -0.1193 -0.0074 4.9010 0.49
H -1.3116 1.0271 3.9909 0.36
H 4.0099 -1.7703 1.3030 0.02
H 4.8366 -0.3621 1.8846 0.32
H 4.1165 -2.9535 3.1699 0.32
H 5.7754 -2.5076 2.7010 0.38
H 4.9313 -1.8280 4.1351 0.34
```

Results
* LUMO: 0.1 eV
* HOMO level: -8.0 eV
* HOMO-LUMO gap: 8.13 eV